The following is a DFT calculation (ωB97M-V/def2-TZVPD) of a cluster of 6 separate species, H12O6 in total.

**Highest occupied orbital energy**: -10.459 eV
**Total charge**: 0
**Electronic energy**: -12479.78701 eV
**Maximum force**: 0.4 eV Å⁻¹
**Energy above the lowest of the compared OMol25 structures with the same formula, charge and spin**: 30.6 kcal per mole
**SMILES**: O.O.O.O.O.O

Cartesian coordinates (Å):
O  18.98942  7.47408  -6.83705
H  19.18005  7.35633  -7.77518
H  19.29788  6.65425  -6.44182
O  19.00335  9.32369  -4.34346
H  18.80446  8.64906  -5.00317
H  19.69477  8.93383  -3.80321
O  17.17453  7.71056  -9.70676
H  16.23432  7.87451  -9.59250
H  17.54197  8.56500  -9.95082
O  20.79253  7.79814  -10.17825
H  21.64439  7.87254  -10.61791
H  20.32890  8.60983  -10.40527
O  19.16993  5.61840  -9.22227
H  18.40475  6.16354  -9.44126
H  19.93847  6.08801  -9.56596
O  19.65290  6.33493  -3.07600
H  20.38807  6.27459  -3.69292
H  20.06018  6.26882  -2.20758

Results of the Löwdin charge analysis, in e, for atoms 1 through 6:
1. O -0.052
2. H -0.002
3. H 0.041
4. O -0.069
5. H -0.009
6. H 0.010